No. 1
This record from OMol25 describes a 9-piece molecular cluster, C25H20F48N9O32S16 overall at a distorted geometry. The level of theory is the ωB97M-V functional and the def2-TZVPD basis.

Atoms and positions in Å:
S -5.98448 -4.17108 -4.80652
S -10.97532 5.52865 -5.33583
S -3.28138 2.50583 7.58664
S -3.13405 0.62105 9.35169
S 7.51230 -9.84507 3.98919
S 8.65230 0.85097 -2.51260
S 8.46232 -11.88605 3.00813
S -0.97546 14.90367 -1.91274
S -1.09035 -11.00270 -2.12322
S -0.08145 -13.35671 -2.69733
S -8.84807 5.56672 -3.90758
S 7.26052 -0.77844 -1.26242
S 5.57016 5.62558 5.55190
S 7.49247 4.44899 6.68487
S 0.00766 12.59184 -1.96762
S -7.84477 -5.34424 -3.56463
F -13.56028 6.26273 -5.13116
F -1.74842 -0.85381 7.65031
F -13.05974 6.11938 -7.17470
F 2.48209 -13.33914 -3.43577
F -5.84685 -1.45354 -5.50283
F 9.49217 3.65374 8.35100
F -10.22455 -6.04114 -4.85478
F 7.54709 3.94175 9.15595
F -7.84348 7.04505 -5.92653
F 9.64581 -0.29751 -4.87934
F -3.53235 -1.83097 8.65987
F 7.65088 -3.34063 -0.50864
F 1.07903 -14.05582 -4.94985
F 9.65061 1.87157 -4.80057
F -6.67325 -2.80688 -7.16286
F 6.44529 -2.14327 0.97515
F -12.35650 7.83988 -6.11357
F -10.13234 -6.32627 -2.68560
F -4.15983 4.21200 5.61448
F -7.39751 7.86897 -3.79835
F -7.79896 -2.30499 -5.29627
F 6.14725 -7.84420 4.91116
F 9.07854 -13.71178 1.08808
F 3.42030 5.50007 7.14337
F -3.32621 15.90891 -2.86396
F 11.09881 0.74285 -3.68277
F 1.28097 -11.98626 -4.71387
F 7.06091 -12.71570 0.74741
F -1.64532 -1.72058 9.63959
F -5.80815 3.24204 6.49520
F -4.53608 2.25821 5.09965
F -0.70660 10.62293 -3.59782
F 3.08276 6.56676 5.20162
F 8.62222 -1.77226 0.81091
F 0.58549 -8.92601 -1.42161
F 5.05184 -9.71321 5.05827
F -2.14195 17.38299 -2.02519
F 7.13278 -14.17269 2.19825
F -6.36567 6.18960 -4.50410
F 8.82183 5.60501 8.82500
F 4.11834 7.59930 6.87637
F 5.20961 -8.78321 3.01491
F 1.35045 10.65902 -3.15834
F -0.65846 -9.42923 0.18559
F -9.02079 -7.61467 -3.96232
F -1.36335 -8.31015 -1.46857
F 0.60159 12.10036 -4.64230
F -1.58244 16.63767 -3.94473
O 6.24580 6.62586 4.63929
O -10.13936 5.55069 -6.53664
O 6.85152 0.41314 -0.53511
O 8.23239 -8.86002 3.17105
O -5.55395 -3.71266 -3.49892
O -2.19431 -11.52032 -1.32062
O -4.85188 -4.58866 -5.67354
O 9.40789 1.70991 -1.53884
O 7.38149 1.37720 -3.02505
O -8.45927 5.38910 -2.49775
O 8.47279 4.89490 5.66839
O -1.69086 14.82959 -0.64596
O 1.22044 13.21955 -1.58568
O 6.30263 -1.31965 -2.23947
O -11.45631 4.15882 -5.03376
O 0.35346 -14.43890 -1.79706
O -8.27422 -4.04481 -3.04314
O 5.19209 4.37602 4.91611
O 9.51477 -11.19528 2.26404
O -1.94661 1.37850 9.77686
O -0.60679 11.81648 -0.92219
O -8.67710 4.29112 -4.59543
O -1.38257 -13.50438 -3.40681
O 0.35773 15.53879 -1.83590
O 6.99689 3.08252 6.56968
O -1.34315 -10.47736 -3.47518
O -1.93879 2.23980 7.04035
O -6.97308 -6.04342 -2.62848
O 8.03477 -10.09099 5.33299
O 8.85136 -12.63164 4.18687
O -3.52110 3.51750 8.56419
O -4.10328 0.36128 10.45849
N -3.99338 1.29185 7.95885
N -10.47206 6.34529 -4.17538
N -7.31614 -5.38702 -5.01521
N 8.71236 -0.63699 -2.13150
N 0.21089 -11.81085 -1.96146
N 7.03290 -11.01105 3.24980
N -0.35209 0.44194 -1.43674
N -1.22503 13.63329 -2.76597
N 6.36537 5.46271 7.14138
C 5.81979 -8.95341 4.27823
C -0.15821 -0.40331 -2.71483
C 8.47575 4.42121 8.35793
C 3.96224 6.45146 6.23208
C 9.83616 0.78768 -4.14123
C 1.23745 -13.11824 -4.10348
C -4.55722 3.04540 6.10705
C -0.63462 -9.31253 -1.10862
C -6.57906 -2.57929 -5.80573
C 0.97885 1.27400 -1.23002
C -2.07465 16.29507 -2.73215
C 0.37009 -1.55830 -0.02596
C 7.49177 -2.17447 0.10549
C -12.61094 6.54092 -6.00257
C 0.90533 2.47123 -0.27206
C -0.58939 -0.39709 -0.12368
C -1.57033 1.36027 -1.59222
C -9.45863 -6.41776 -3.81458
C -0.38716 3.33390 -0.47985
C 0.32418 11.40319 -3.47390
C 0.11610 -2.49084 1.17918
C -2.46960 -1.08490 8.77626
C -1.66422 2.51693 -0.52353
C -7.51295 6.82836 -4.56837
C 7.87975 -13.23396 1.70644
H -2.55822 3.14046 -0.53184
H 0.97094 2.16618 0.77232
H -0.80392 -3.05690 1.03336
H -0.54510 4.18529 0.18219
H 0.94104 -3.13923 1.47438
H -1.65353 -0.63296 -0.11473
H -1.77706 1.99503 0.42674
H 1.83641 3.03308 -0.34637
H 0.88227 -0.71893 -2.79173
H -1.55726 1.76454 -2.60440
H -2.49630 0.78522 -1.59063
H 1.77994 0.60442 -0.91695
H -0.88560 -1.20888 -2.81506
H -0.15828 -1.86325 2.02708
H -0.42261 0.38767 0.61417
H 0.34140 -2.13642 -0.94956
H -0.48245 0.02552 -3.66302
H -0.31729 3.90160 -1.40773
H 1.26605 1.59827 -2.23025
H 1.33288 -1.10393 0.20791

Lowest unoccupied orbital energy in Ha: 0.2828
Total charge: -7

Löwdin atomic charge list, values in e, 4 entries: 0.718, 0.508, 0.472, 0.744

=====

No. 2
This record from OMol25 describes a 2-piece molecular cluster, C25H20N2O2 overall at a distorted geometry. The level of theory is the ωB97M-V functional and the def2-TZVPD basis.

Atoms and positions in Å:
O -3.45617 -3.51553 -3.81903
O 5.12131 0.56671 -0.90918
N 0.41356 -1.91486 3.06264
N -3.60421 -0.51208 1.55097
C -2.08504 3.40758 3.38979
C -1.10627 -0.03791 2.07873
C -0.30756 -1.08180 2.66876
C 1.70968 0.77701 0.27968
C 1.81876 -0.87870 -1.53310
C 0.01737 2.78173 4.41570
C -1.85662 -1.69682 -3.50358
C 3.07497 0.92352 0.16305
C -2.48330 -0.41369 1.89459
C 0.02673 1.58320 3.68186
C 4.04983 1.78195 0.90981
C -2.13511 -2.10620 -0.74970
C -1.08950 -0.97569 -2.61215
C -1.01960 3.70973 4.25472
C 1.02964 -0.16807 -0.54988
C 3.80278 0.22481 -0.83921
C -2.07652 2.23490 2.64183
C -3.08875 -3.53140 -5.21218
C -1.19100 -1.13395 -1.19984
C -2.76912 -2.66595 -3.01384
C -2.93939 -2.80624 -1.61397
C -0.35345 -0.35941 -0.31287
C 5.34382 1.62038 0.09678
C -1.06332 1.25144 2.84388
C 3.16875 -0.69136 -1.70344
H 1.31081 -1.60518 -2.16435
H 1.14753 1.36935 1.00556
H -2.82696 2.11393 1.85124
H 4.19970 1.42305 1.94281
H -2.01607 -3.75854 -5.31758
H 3.71497 2.82538 0.96892
H -3.70347 -4.32863 -5.63686
H -3.72800 -3.46796 -1.25429
H 0.85982 3.00995 5.07436
H 3.77714 -1.19044 -2.46017
H -1.03273 4.63967 4.82701
H 6.20187 1.31945 0.70947
H -1.76166 -1.51386 -4.57486
H -0.78876 0.29233 0.49859
H 5.59657 2.53958 -0.44844
H -0.38222 -0.24812 -2.99925
H 0.91931 0.94310 3.71557
H -3.32061 -2.56384 -5.68470
H -2.21387 -2.30138 0.31671
H -2.90562 4.12886 3.26942

Lowest unoccupied orbital energy in Ha: -0.0741
Relative energy (zero: lowest compared OMol25 entry of this formula, charge and spin) in kJ/mol: 444.0

Löwdin atomic charge list, values in e, 4 entries: -0.081, 0.008, 0.134, 0.158

=====

No. 3
This record from OMol25 describes C25H20N7O8S2Ti as an isolated structure at a distorted geometry. The level of theory is the ωB97M-V functional and the def2-TZVPD basis.

Atoms and positions in Å:
Ti 0.01366 0.53548 -0.29467
S 1.77629 2.53700 3.54711
S 0.38019 4.97342 2.71771
O -6.17361 1.05818 -4.55686
O -6.62166 -1.02052 -4.23447
O 1.70712 -0.18120 0.44296
O 0.63031 -0.15436 -2.05504
O -1.69859 -0.48510 -0.50459
O -1.09527 2.04402 -1.13694
O 4.00466 -5.46851 -1.92038
O 4.86352 -5.52182 0.04637
N 4.18889 -4.97937 -0.81617
N -5.94877 -0.02295 -4.03960
N -0.30258 -1.51253 1.68072
N -0.41163 1.25219 1.85137
N 1.55826 2.24018 -0.63519
N 2.39082 2.64928 0.32364
N -0.49216 2.63074 2.00451
C -4.53508 -1.36098 -2.51590
C 2.76145 -3.10233 -1.46148
C -0.33634 -3.02074 4.00795
C -0.20357 -3.63229 2.77350
C 2.10582 -1.88695 -1.18805
C 3.54830 -3.71405 -0.50119
C -4.82313 -0.12726 -3.13265
C 2.29845 -1.30220 0.11903
C 1.31771 -1.26770 -2.17974
C 2.94131 3.80578 -1.44786
C 1.87716 2.93479 -1.71728
C 3.23215 3.59137 -0.11501
C 3.11236 -1.95235 1.04768
C -4.04713 0.97216 -2.87758
C -2.14983 2.02507 -1.77945
C -0.19247 -2.83087 1.63761
C -1.04524 5.31676 1.66514
C 3.74021 -3.15503 0.75862
C -0.51832 0.54411 2.90342
C -2.95809 0.86703 -2.00836
C -3.49165 -1.47574 -1.65012
C -0.45253 -1.64145 4.06037
C -2.64691 -0.36190 -1.34484
C -0.42994 -0.92319 2.87079
C 0.44432 3.20295 2.69470
H -1.09257 6.39993 1.55094
H 1.30189 -1.72550 -3.17024
H -0.91247 4.84344 0.69398
H -0.34269 -3.60745 4.91760
H -0.09847 -4.70451 2.68191
H 3.42334 4.49266 -2.12063
H 3.22895 -1.48020 2.01582
H -0.06923 -3.26666 0.65122
H 1.34037 2.76315 -2.63560
H 2.31950 2.28079 1.27369
H -4.27668 1.91436 -3.35805
H 2.64878 -3.57108 -2.42933
H -1.96427 4.95185 2.11776
H -3.25759 -2.41462 -1.16620
H -5.16378 -2.20889 -2.74849
H -0.54343 -1.11751 5.00311
H 4.36096 -3.65977 1.48266
H -2.50945 2.96567 -2.21766
H 3.94872 4.04217 0.54978
H -0.66034 1.02304 3.86797

<S²>: 2.0362
Lowest unoccupied orbital energy (alpha / beta) in Ha: 0.0531 / 0.0535
2S+1: 3
Total charge: -1
Relative energy (zero: lowest compared OMol25 entry of this formula, charge and spin) in kJ/mol: 0.0

Löwdin atomic charge list, values in e, 4 entries: 1.111, 0.446, 0.777, 0.055

=====

No. 4
This record from OMol25 describes C25H21Br4HfN3O7PSe4 as an isolated structure at a distorted geometry. The level of theory is the ωB97M-V functional and the def2-TZVPD basis.

Atoms and positions in Å:
Hf -1.22992 -0.78343 -1.20321
Br -4.77479 -1.32134 4.74739
Br -6.22347 -0.52691 -0.76558
Br -1.58761 -1.60712 3.71274
Br -7.15865 -0.88488 2.45178
Se 0.28044 1.54747 -2.87148
Se -1.78207 1.84036 -1.81602
Se -0.18050 -0.00771 -4.58113
Se -1.34472 -1.82502 -3.60291
P -0.95651 -3.85943 -0.79481
O -3.24336 -0.73779 -1.05306
O -0.96571 -5.10643 -1.84535
O -1.11870 -4.68688 0.59265
O -2.48200 -3.38024 -1.06666
O -1.40046 -1.53394 0.70078
O 1.16374 6.25916 -0.73057
O 0.76887 -1.18045 -1.40492
N 4.93085 2.67872 1.36940
N 4.87380 1.43628 1.34444
N 0.04664 0.57870 0.42976
C 2.35995 4.15055 -1.00553
C 2.35754 0.99962 1.03818
C 1.37889 0.34867 0.27423
C 3.91208 3.51447 0.72499
C -5.33880 -1.00369 1.95216
C -4.97507 -0.86878 0.60259
C 0.39031 5.95154 -1.88609
C -3.64405 -0.96766 0.19470
C 0.54790 2.02983 2.23829
C -2.65009 -1.31453 1.15611
C 1.88649 1.84007 2.07712
C -3.58327 -4.20727 -1.44483
C 3.73346 0.73491 0.74767
C 2.06851 5.32872 -0.32126
C 2.73691 5.61935 0.85552
C -0.35248 1.39661 1.35919
C 4.03887 -0.26366 -0.11908
C -4.34612 -1.21488 2.90896
C -0.14970 -4.43383 1.62452
C 0.31926 -5.64045 -2.17381
C 3.04587 -0.95297 -0.86317
C 3.28123 3.24566 -0.47368
C -3.01137 -1.35781 2.49470
C 3.66338 4.72175 1.35639
C 1.72409 -0.63908 -0.71247
H -1.41999 1.56787 1.43068
H -3.24776 -5.13198 -1.90211
H 0.95126 -4.87847 -2.63880
H -0.29669 6.78122 -2.01321
H 0.16144 2.66849 3.02465
H 2.59011 2.31281 2.74963
H 3.49588 2.33269 -1.01707
H 3.31679 -1.71665 -1.58479
H 0.17285 -6.45169 -2.87707
H 5.09113 -0.48660 -0.28274
H 1.01933 5.86344 -2.77418
H -4.17779 -3.63667 -2.15089
H -0.62709 -4.63415 2.57636
H 1.86929 3.91015 -1.93434
H -0.17340 5.03018 -1.74904
H -4.17067 -4.41444 -0.55446
H 2.52133 6.55394 1.36477
H 0.17977 -3.39375 1.61661
H 4.19637 4.93957 2.27784
H 0.82645 -6.03845 -1.28966
H 0.71178 -5.09379 1.50917

Lowest unoccupied orbital energy in Ha: 0.0739
Total charge: -1
Relative energy (zero: lowest compared OMol25 entry of this formula, charge and spin) in kJ/mol: 109.0

Löwdin atomic charge list, values in e, 4 entries: 1.092, 0.686, 0.771, 0.771